{"formula": "C10H23N3S", "method": "ωB97M-V/def2-TZVPD", "elements": ["C", "C", "C", "C", "C", "C", "C", "C", "C", "C", "N", "N", "N", "S", "H", "H", "H", "H", "H", "H", "H", "H", "H", "H", "H", "H", "H", "H", "H", "H", "H", "H", "H", "H", "H", "H", "H"], "xyz": [[1.2364, -1.1232, -1.3903], [-0.8901, -1.3429, -1.6768], [0.3250, -1.5157, -2.6345], [-0.9293, 1.7173, 2.1696], [-1.4872, 0.7971, 0.1486], [0.7798, 1.3802, 0.4072], [0.0369, -0.9205, -0.4860], [-1.3954, 0.9429, 3.3265], [0.9894, 2.7361, -0.4186], [-0.1003, -1.9127, 0.5853], [-0.1844, 0.4611, -0.1053], [0.4985, 1.7395, 1.9226], [0.6150, -2.9165, -3.0123], [-2.2696, 2.0889, -0.7645], [1.9059, -1.8315, -0.9597], [1.6839, -0.2355, -1.6969], [-1.5303, -0.7186, -2.1750], [-1.3709, -2.1967, -1.3131], [0.4752, -0.8885, -3.5339], [-1.2884, 2.7282, 2.2854], [-2.2047, -0.0087, 0.4961], [1.7280, 0.9001, 0.3022], [-1.5282, -0.1276, 3.2983], [-2.3646, 1.2860, 3.8781], [-0.6382, 1.0223, 4.0047], [1.0639, 2.4536, -1.5266], [1.9394, 3.1525, -0.1528], [0.0625, 3.3262, -0.1618], [0.5669, -1.8229, 1.4267], [0.0345, -2.9896, 0.3628], [-1.0885, -1.9244, 1.1321], [0.7977, 2.7362, 1.8079], [0.8748, 1.2140, 2.7097], [-0.1237, -3.2024, -3.7446], [0.5461, -3.6091, -2.2775], [1.6016, -3.0000, -3.3686], [-1.1021, 2.4571, -1.3020]], "atomic_forces_ev_per_a": [[-1.026, -0.278, -1.096], [2.294, -0.060, -0.273], [1.383, -0.609, 2.657], [-2.759, -0.205, -2.712], [-1.264, 1.358, 3.741], [1.166, -0.910, -1.843], [-0.668, 0.605, -1.388], [-2.838, -0.579, 0.809], [-2.021, -1.760, 0.200], [-1.147, -1.927, 2.941], [0.066, 0.732, 0.325], [-0.558, 1.298, -1.671], [-0.574, -0.881, -2.644], [-0.140, -0.256, -0.356], [0.878, -0.619, -0.279], [1.320, 1.543, 0.094], [-2.052, 1.999, -0.305], [-0.958, -1.646, -0.373], [-0.498, -0.352, 0.629], [-0.201, 0.292, -0.676], [1.002, 0.903, -0.665], [0.814, -0.515, 0.515], [-0.049, -0.562, -0.942], [1.796, -0.063, -1.402], [2.012, 0.380, 2.756], [-0.393, 0.507, 1.606], [0.311, 0.637, 0.386], [1.483, 0.222, -0.666], [0.800, 0.610, 0.200], [-0.019, 0.564, -0.733], [0.576, 0.360, -0.950], [0.122, -0.951, 1.479], [1.281, -0.043, -0.485], [1.733, 0.119, 0.911], [-0.208, 0.020, 0.638], [-1.205, -0.039, -0.138], [-0.461, 0.107, -0.289]], "mulliken_charge": [-1.8220, -1.7132, 0.0539, -0.0287, -0.1849, -0.5116, 1.6844, -1.4401, -1.6525, -1.6133, 0.3330, 0.0701, -0.2858, -0.0299, 0.4949, 0.3995, 0.4339, 0.4873, 0.4161, 0.3260, 0.3202, 0.5056, 0.3414, 0.3404, 0.4387, 0.2722, 0.4698, 0.7146, 0.3928, 0.4300, 0.3198, 0.4296, 0.3661, 0.3920, 0.3294, 0.3788, 0.1416], "total_charge": 2, "gap_ev": 8.22, "lumo_ha": -0.2218, "e_tot_ha": -956.5181, "de_lowest_ev": 1.621}